[1]
{
  "formula": "C2H5N3O2S",
  "method": "ωB97M-V with the def2-TZVPD basis set",
  "charge": 0,
  "energy_ev": -21550.4211,
  "lumo_ev": 0.698,
  "mol_weight_g_mol": 135.15,
  "de_lowest_kj_mol": 529.93,
  "smiles": "O/N=C\\ON/C=N/S",
  "species": ["O", "N", "C", "O", "N", "C", "N", "S", "H", "H", "H", "H", "H"],
  "xyz": [[-2.227, 1.298, -0.083], [-2.880, 0.132, -0.247], [-2.083, -0.898, -0.105], [-0.844, -1.008, 0.385], [0.083, -0.058, -0.110], [1.413, -0.436, -0.126], [2.233, 0.449, 0.324], [3.902, 0.048, -0.197], [-3.033, 1.965, 0.040], [-2.542, -1.861, -0.222], [-0.023, 0.790, 0.370], [1.542, -1.454, -0.668], [4.460, 1.033, 0.640]]
}



[2]
{
  "formula": "C2H5N3O2S",
  "method": "ωB97M-V with the def2-TZVPD basis set",
  "charge": 0,
  "energy_ev": -21552.5191,
  "lumo_ev": 0.464,
  "mol_weight_g_mol": 135.15,
  "de_lowest_kj_mol": 327.50,
  "smiles": "[H]/N=C(/NO)N(S)C=O",
  "species": ["H", "N", "C", "N", "O", "N", "S", "C", "O", "H", "H", "H", "H"],
  "xyz": [[0.936, 1.615, 0.987], [0.233, 1.710, 0.203], [0.049, 0.594, -0.338], [-0.813, 0.606, -1.435], [-1.400, 1.750, -1.471], [0.511, -0.699, -0.017], [0.648, -1.956, -1.125], [0.752, -0.985, 1.399], [0.953, -2.035, 1.940], [-1.558, -0.071, -1.278], [-1.116, 2.287, -0.657], [-0.031, -2.785, -0.241], [0.836, -0.032, 2.034]]
}



Question: Number 1 is which compound?
Answer: C2H5N3O2S